Below is a molecular structure, C27H45GeNO7Si3Sn, with properties calculated with wB97M-V/def2-TZVPD.

XYZ file:
```
85
Properties=species:S:1:pos:R:3:forces:R:3:lowdin_spin:R:1
Sn -1.566 -0.243 0.536 0.05 -0.48 0.05 0.001
O -5.988 -0.423 0.877 0.20 0.03 -0.07 0.002
C -4.726 -0.435 0.479 -0.33 -0.16 -0.08 -0.004
O -3.823 0.040 1.145 -0.22 0.00 0.30 -0.009
C -4.501 -1.085 -0.840 -0.09 0.01 0.05 0.009
C -5.531 -1.609 -1.590 0.02 -0.03 0.00 0.113
C -5.194 -2.209 -2.814 -0.01 -0.01 0.02 0.015
C -3.888 -2.241 -3.214 0.02 0.05 0.05 0.087
C -2.886 -1.663 -2.384 -0.05 -0.02 -0.03 0.061
N -3.219 -1.102 -1.195 0.17 0.11 -0.24 0.155
C -1.536 -1.657 -2.780 -0.03 0.02 -0.08 0.325
O -1.200 -2.292 -3.909 0.01 -0.08 0.16 0.099
O -0.588 -1.077 -2.047 0.09 0.02 -0.01 0.097
H -6.035 0.015 1.739 -0.03 0.03 0.08 0.000
H -6.549 -1.563 -1.238 -0.03 0.01 0.01 0.006
H -5.964 -2.647 -3.433 -0.01 0.01 -0.02 -0.002
H -3.598 -2.693 -4.150 0.01 -0.01 -0.02 0.004
C -2.170 1.882 4.279 -0.02 -0.01 0.00 0.000
C -1.130 1.078 3.541 -0.01 0.16 0.13 0.000
O -1.447 -0.012 3.083 -0.05 -0.01 -0.26 0.000
C 0.243 1.609 3.437 0.00 0.09 0.01 0.000
C 0.672 2.480 4.446 0.04 -0.01 -0.03 0.000
C 1.966 2.951 4.510 0.00 -0.01 -0.02 0.000
C 2.861 2.556 3.526 0.02 0.01 0.02 0.000
C 2.457 1.721 2.504 0.05 -0.02 -0.03 0.000
C 1.151 1.239 2.422 0.11 0.05 0.06 0.000
O 0.761 0.473 1.386 -0.01 -0.19 -0.14 0.001
H -3.151 1.535 3.964 0.00 0.00 0.00 0.000
H -2.067 2.951 4.103 0.00 0.02 -0.01 0.000
H -2.078 1.705 5.352 0.00 -0.01 0.03 0.000
H -0.027 2.768 5.218 -0.02 0.02 0.02 0.000
H 2.274 3.607 5.310 0.01 0.02 0.02 0.000
H 3.886 2.904 3.553 0.02 0.00 0.00 0.000
H 3.172 1.421 1.749 0.00 0.03 0.00 0.000
C 2.694 2.987 -0.500 0.03 -0.08 0.00 0.000
Si 2.712 1.301 -1.310 0.11 -0.07 0.11 0.000
C 4.417 0.849 -1.943 -0.08 0.00 0.06 0.000
C 1.440 1.353 -2.680 0.05 0.06 0.00 0.001
Ge 1.981 -0.454 0.233 -0.31 0.15 0.12 0.000
Si 2.974 -1.985 1.854 0.06 0.05 -0.07 0.000
C 1.541 -3.042 2.439 0.03 0.11 0.00 0.000
C 3.697 -1.154 3.364 0.02 0.00 -0.10 0.000
C 4.302 -2.975 0.977 -0.10 0.04 -0.02 0.000
Si 0.710 -1.915 -1.259 0.19 -0.11 -0.09 0.010
C -0.366 -1.590 -4.847 -0.02 0.04 -0.04 0.017
C -0.048 -3.538 -0.731 0.00 0.12 0.02 0.004
C 2.050 -2.340 -2.505 -0.06 -0.02 0.08 0.000
H 2.805 3.733 -1.290 0.00 0.01 -0.03 0.000
H 3.499 3.141 0.217 0.01 0.00 0.02 0.000
H 1.743 3.168 0.002 -0.03 0.01 0.03 0.000
H 4.794 1.610 -2.627 -0.01 0.04 -0.03 0.000
H 4.414 -0.103 -2.475 0.00 -0.04 -0.02 0.000
H 5.126 0.765 -1.118 0.03 0.01 0.02 0.000
H 1.612 2.238 -3.297 0.03 0.02 -0.01 0.000
H 0.437 1.429 -2.259 -0.11 0.01 0.01 0.000
H 1.480 0.484 -3.332 -0.01 -0.04 -0.02 0.000
H 0.644 -2.437 2.597 -0.01 0.01 0.00 0.000
H 1.803 -3.493 3.398 0.02 -0.02 0.03 0.000
H 1.300 -3.847 1.750 -0.05 -0.05 -0.08 0.000
H 2.954 -0.593 3.928 -0.04 0.00 0.01 0.000
H 4.530 -0.489 3.140 0.03 0.03 -0.02 0.000
H 4.070 -1.957 4.006 0.04 -0.01 0.03 0.000
H 3.920 -3.495 0.098 -0.01 -0.03 -0.01 0.000
H 4.722 -3.727 1.647 0.01 -0.02 0.05 0.000
H 5.118 -2.326 0.654 0.03 0.02 -0.01 0.000
H -0.985 -0.906 -5.428 0.04 0.00 0.01 0.002
H 0.066 -2.348 -5.494 -0.01 0.02 -0.01 -0.001
H 0.419 -1.041 -4.335 0.01 0.00 -0.01 0.001
H -0.788 -3.444 0.062 -0.01 0.02 0.03 0.000
H 0.722 -4.235 -0.405 0.07 -0.04 0.02 0.000
H -0.529 -3.979 -1.608 -0.02 -0.02 -0.01 0.001
H 2.467 -1.487 -3.036 -0.02 0.04 -0.01 0.000
H 1.708 -3.075 -3.235 -0.04 -0.01 -0.03 0.000
H 2.871 -2.802 -1.949 0.04 -0.03 0.00 0.000
C -2.713 2.432 -2.138 0.03 -0.05 0.04 0.000
C -2.752 2.376 -0.618 0.09 -0.12 0.02 0.000
C -2.688 3.759 0.006 0.02 -0.02 -0.02 0.000
O -1.658 1.610 -0.129 0.03 0.24 0.00 0.003
H -3.575 2.973 -2.530 -0.03 0.02 -0.01 0.000
H -2.719 1.423 -2.557 0.00 0.00 0.00 0.001
H -1.809 2.940 -2.474 0.06 0.01 0.00 0.000
H -3.698 1.906 -0.319 0.01 0.07 -0.02 0.000
H -1.768 4.261 -0.295 0.02 -0.01 0.00 0.000
H -2.698 3.687 1.093 -0.01 -0.01 0.03 0.000
H -3.535 4.371 -0.308 -0.03 0.03 -0.02 0.000
```
Forces are in eV/Å.

Properties
Calculated total energy (Eh): -4796.9390
Largest force on an atom (hartree/bohr): 0.0094
Expectation value of S²: 0.774
Total charge: +1
HOMO-LUMO gap (spin up / spin down) (eV): 6.691 / 7.400
Energy above the lowest of the compared OMol25 structures with the same formula, charge and spin (eV): 0.000
Spin multiplicity: 2